1.
Density functional theory data (ωB97M-V/def2-TZVPD) for a molecular structure, C17H18Cl2NOS4Y.

spin multiplicity: 1
orbital gap: 7.39 eV
relative energy (zero: lowest compared OMol25 entry of this formula, charge and spin): 0.0 kcal per mole
molar mass: 540.417 g/mol
net charge: +2
electronic energy: -3339.65291 hartree

Each line ends with the Löwdin charge.
Atoms and positions in Å:
1 Y 0.796 -1.730 -1.372  0.969
2 Cl -0.161 -3.781 0.123  0.694
3 C -1.382 -4.598 -0.911  -0.576
4 C -1.995 -5.679 -0.320  -0.095
5 C -2.973 -6.341 -1.052  -0.040
6 C -3.301 -5.901 -2.321  -0.085
7 C -2.654 -4.806 -2.878  -0.684
8 Cl -3.119 -4.298 -4.458  0.740
9 C -1.652 -4.111 -2.189  -0.682
10 S -0.858 -2.740 -2.952  0.582
11 H -1.722 -5.997 0.676  0.118
12 H -3.474 -7.199 -0.627  0.126
13 H -4.060 -6.407 -2.901  0.122
14 C -5.705 -2.795 -2.435  -0.029
15 C -4.638 -1.842 -1.988  -0.239
16 C -4.264 -0.762 -2.778  -0.006
17 C -3.281 0.123 -2.357  -0.068
18 C -2.681 -0.076 -1.120  -0.451
19 C -3.040 -1.153 -0.305  -0.078
20 C -4.012 -2.023 -0.746  -0.017
21 S -1.339 0.970 -0.737  1.068
22 C -1.649 1.465 0.942  -0.201
23 O -0.114 0.001 -0.569  -0.707
24 H -5.909 -2.692 -3.499  0.086
25 H -6.632 -2.602 -1.891  0.103
26 H -5.416 -3.827 -2.233  0.072
27 H -4.736 -0.613 -3.740  0.132
28 H -2.985 0.952 -2.988  0.121
29 H -2.568 -1.316 0.657  0.112
30 H -4.302 -2.861 -0.124  0.133
31 H -1.831 0.597 1.570  0.065
32 H -2.525 2.114 0.915  0.085
33 H -0.784 2.027 1.289  0.071
34 S 3.266 -2.121 -2.388  0.599
35 C 4.313 -1.241 -1.374  -1.092
36 N 5.612 -1.392 -1.357  -0.017
37 C 6.384 -0.470 -0.514  -0.165
38 C 5.410 0.032 0.553  -0.358
39 S 3.773 -0.036 -0.257  0.954
40 H 6.060 -2.039 -1.994  0.168
41 H 6.764 0.342 -1.134  0.138
42 H 7.221 -1.000 -0.065  0.140
43 H 5.617 1.058 0.843  0.096
44 H 5.392 -0.606 1.434  0.094


2.
Density functional theory data (ωB97M-V/def2-TZVPD) for a molecular structure, C38H101AsF6N11O13Rb.

spin multiplicity: 1
orbital gap: 8.21 eV
molar mass: 1194.668 g/mol
electronic energy: -5947.88332 hartree

Each line ends with the Löwdin charge.
Atoms and positions in Å:
1 Rb -28.612 0.803 -11.338  0.828
2 As -29.869 -1.923 -8.839  0.877
3 F -28.708 -0.718 -8.376  -0.258
4 F -28.722 -2.385 -10.138  -0.283
5 F -30.898 -3.215 -9.517  -0.249
6 F -31.094 -1.535 -7.589  -0.250
7 F -30.618 -0.719 -9.931  -0.335
8 F -29.127 -3.035 -7.734  -0.224
9 C -24.649 -0.830 -8.389  -0.077
10 C -24.692 -1.714 -9.639  -0.375
11 C -24.596 -3.139 -9.016  -0.222
12 O -23.244 -3.345 -8.662  -0.164
13 C -23.136 -4.406 -7.723  -0.108
14 N -25.975 -1.363 -10.243  0.048
15 H -24.931 0.198 -8.633  0.060
16 H -23.612 -0.776 -8.049  0.078
17 H -25.260 -1.113 -7.532  0.078
18 H -23.868 -1.496 -10.314  0.144
19 H -24.965 -3.850 -9.769  0.113
20 H -25.309 -3.278 -8.198  0.106
21 H -23.512 -5.389 -8.016  0.083
22 H -23.630 -4.087 -6.800  0.087
23 H -22.095 -4.547 -7.429  0.083
24 H -26.163 -2.087 -10.942  0.065
25 H -26.762 -1.554 -9.630  0.031
26 C -26.772 -5.836 -7.421  -0.023
27 C -26.892 -7.315 -7.827  -0.378
28 C -27.198 -8.295 -6.705  -0.210
29 O -26.285 -8.213 -5.617  -0.182
30 C -26.605 -9.179 -4.608  -0.104
31 N -27.944 -7.579 -8.857  0.024
32 H -26.534 -5.172 -8.248  0.050
33 H -25.943 -5.841 -6.710  0.077
34 H -27.653 -5.510 -6.865  0.080
35 H -26.004 -7.557 -8.416  0.121
36 H -27.243 -9.356 -6.976  0.124
37 H -28.214 -8.093 -6.341  0.113
38 H -26.439 -10.213 -4.918  0.084
39 H -27.664 -9.194 -4.325  0.080
40 H -26.095 -8.822 -3.717  0.088
41 H -28.858 -7.300 -8.487  0.038
42 H -28.060 -8.566 -9.055  0.088
43 C -29.414 -0.695 -4.578  -0.052
44 C -29.786 0.103 -3.348  -0.413
45 C -31.154 -0.091 -2.698  -0.196
46 O -32.070 0.446 -3.652  -0.188
47 C -33.421 0.128 -3.350  -0.113
48 N -28.697 -0.076 -2.334  0.035
49 H -28.395 -0.450 -4.875  0.068
50 H -30.089 -0.598 -5.428  0.071
51 H -29.446 -1.758 -4.323  0.054
52 H -29.711 1.150 -3.665  0.131
53 H -31.196 0.631 -1.872  0.127
54 H -31.383 -1.096 -2.339  0.120
55 H -34.012 0.226 -4.257  0.090
56 H -33.744 0.827 -2.570  0.097
57 H -33.472 -0.858 -2.883  0.088
58 H -28.028 0.629 -2.637  0.064
59 H -29.080 0.442 -1.541  0.060
60 C -25.461 1.330 -13.609  -0.116
61 O -26.844 1.116 -13.588  -0.287
62 C -27.313 1.022 -14.913  -0.218
63 C -28.832 0.720 -14.794  -0.229
64 N -29.107 -0.505 -14.039  -0.101
65 C -30.419 -1.122 -14.373  -0.182
66 C -30.711 -2.335 -13.488  -0.225
67 O -29.741 -3.287 -13.830  -0.162
68 C -29.922 -4.472 -13.083  -0.097
69 H -24.822 0.808 -14.323  0.098
70 H -25.011 1.187 -12.623  0.093
71 H -25.263 2.406 -13.716  0.093
72 H -26.819 0.210 -15.453  0.131
73 H -27.186 1.981 -15.423  0.130
74 H -29.136 0.605 -15.843  0.118
75 H -29.292 1.649 -14.447  0.113
76 H -28.435 -1.142 -14.458  0.115
77 H -30.439 -1.350 -15.442  0.122
78 H -31.224 -0.417 -14.149  0.121
79 H -31.711 -2.683 -13.778  0.127
80 H -30.745 -2.063 -12.429  0.114
81 H -29.148 -5.212 -13.273  0.090
82 H -30.861 -5.003 -13.284  0.071
83 H -29.977 -4.218 -12.022  0.063
84 C -34.112 -2.273 -5.167  -0.090
85 O -33.078 -3.224 -4.928  -0.172
86 C -31.788 -2.669 -4.798  -0.206
87 C -30.806 -3.810 -4.457  -0.173
88 N -30.903 -4.400 -3.112  -0.041
89 C -32.121 -5.161 -2.821  -0.196
90 C -32.461 -6.252 -3.869  -0.182
91 O -31.613 -7.393 -3.783  -0.203
92 C -31.565 -8.019 -2.548  -0.140
93 H -35.111 -2.682 -5.036  0.093
94 H -34.037 -1.824 -6.162  0.095
95 H -34.088 -1.383 -4.528  0.015
96 H -31.748 -1.919 -4.002  0.080
97 H -31.418 -2.235 -5.733  0.091
98 H -29.808 -3.369 -4.495  0.094
99 H -30.863 -4.607 -5.194  0.093
100 H -30.656 -3.738 -2.392  0.099
101 H -32.991 -4.510 -2.692  0.106
102 H -31.915 -5.601 -1.843  0.100
103 H -32.381 -5.818 -4.862  0.084
104 H -33.482 -6.615 -3.723  0.126
105 H -31.257 -9.060 -2.639  0.087
106 H -32.493 -7.959 -1.968  0.091
107 H -30.810 -7.538 -1.913  0.085
108 C -31.037 -7.716 -6.877  -0.098
109 O -30.597 -7.156 -8.100  -0.233
110 C -30.833 -5.735 -8.156  -0.212
111 C -32.309 -5.356 -8.143  -0.198
112 N -33.106 -5.785 -9.317  -0.030
113 C -32.407 -5.734 -10.625  -0.203
114 C -33.328 -6.102 -11.772  -0.209
115 O -33.663 -7.486 -11.652  -0.198
116 C -33.817 -8.199 -12.874  -0.107
117 H -32.116 -7.814 -6.743  0.091
118 H -30.630 -7.087 -6.080  0.077
119 H -30.615 -8.717 -6.789  0.093
120 H -30.425 -5.312 -9.073  0.087
121 H -30.302 -5.293 -7.307  0.100
122 H -32.409 -4.268 -8.142  0.103
123 H -32.803 -5.677 -7.226  0.103
124 H -33.179 -6.791 -9.180  0.096
125 H -31.515 -6.350 -10.491  0.119
126 H -32.156 -4.682 -10.793  0.102
127 H -32.869 -5.827 -12.727  0.098
128 H -34.273 -5.552 -11.778  0.125
129 H -32.808 -8.430 -13.231  0.084
130 H -34.314 -7.641 -13.669  0.083
131 H -34.303 -9.151 -12.672  0.082
132 C -28.763 7.681 -13.276  -0.110
133 O -29.011 6.850 -12.167  -0.177
134 C -30.365 6.636 -11.898  -0.248
135 C -30.694 6.308 -10.444  -0.221
136 N -30.297 4.977 -9.988  -0.049
137 C -30.790 4.837 -8.621  -0.210
138 C -30.577 3.407 -8.129  -0.216
139 O -31.397 2.512 -8.858  -0.174
140 C -31.493 1.304 -8.141  -0.137
141 H -29.340 8.607 -13.254  0.088
142 H -28.957 7.114 -14.194  0.086
143 H -27.690 7.865 -13.291  0.087
144 H -30.747 5.790 -12.486  0.123
145 H -30.995 7.498 -12.139  0.117
146 H -31.723 6.640 -10.274  0.116
147 H -30.069 7.009 -9.880  0.125
148 H -30.660 4.190 -10.514  0.105
149 H -31.812 5.202 -8.487  0.121
150 H -30.042 5.419 -8.071  0.122
151 H -30.836 3.420 -7.065  0.126
152 H -29.541 3.109 -8.316  0.113
153 H -30.569 0.935 -7.691  0.065
154 H -32.061 0.585 -8.718  0.080
155 H -32.101 1.470 -7.239  0.094
156 C -27.093 2.022 -7.731  -0.698
157 O -27.013 1.797 -8.942  -0.066
158 N -27.489 1.154 -6.784  0.183
159 N -26.713 3.220 -7.226  0.162
160 H -27.838 0.249 -7.050  0.065
161 H -27.459 1.408 -5.816  0.092
162 H -26.746 3.389 -6.238  0.095
163 H -26.266 3.852 -7.867  0.113
164 C -26.685 -5.449 -11.468  -0.708
165 O -26.170 -4.660 -12.270  -0.007
166 N -26.064 -6.583 -11.058  0.164
167 N -27.753 -5.138 -10.732  0.176
168 H -26.504 -7.213 -10.406  0.049
169 H -25.288 -6.921 -11.600  0.103
170 H -27.902 -4.144 -10.663  0.070
171 H -28.015 -5.733 -9.959  0.058


3.
Density functional theory data (ωB97M-V/def2-TZVPD) for a single C19H20N2O4 molecule.

spin multiplicity: 1
orbital gap: 8.60 eV
relative energy (zero: lowest compared OMol25 entry of this formula, charge and spin): 40.9 kcal per mole
molar mass: 340.379 g/mol
SMILES: CC1(C)CC(=O)c2cc(OCC(=O)NCc3cccnc3)ccc2O1
electronic energy: -1146.52024 hartree

Each line ends with the Löwdin charge.
Atoms and positions in Å:
1 C -3.284 -1.280 -1.183  0.005
2 C -3.752 -0.388 -0.028  -0.537
3 C -5.268 -0.469 0.134  -0.009
4 C -3.043 -0.781 1.270  -0.027
5 C -1.549 -0.537 1.179  -0.348
6 O -0.728 -1.279 1.666  0.109
7 C -1.215 0.714 0.484  -0.072
8 C 0.086 1.219 0.564  0.064
9 C 0.405 2.422 -0.038  -0.268
10 O 1.646 3.002 -0.042  -0.053
11 C 2.635 2.498 0.825  -0.090
12 C 3.274 1.168 0.409  -0.491
13 O 4.047 0.590 1.141  0.074
14 N 2.938 0.742 -0.823  0.091
15 C 3.327 -0.570 -1.304  -0.121
16 C 2.340 -1.619 -0.859  -0.192
17 C 1.161 -1.854 -1.557  -0.031
18 C 0.281 -2.814 -1.086  -0.074
19 C 0.613 -3.497 0.075  -0.163
20 N 1.726 -3.277 0.749  0.079
21 C 2.560 -2.359 0.299  -0.094
22 C -0.591 3.123 -0.729  0.019
23 C -1.869 2.627 -0.822  0.022
24 C -2.203 1.412 -0.220  -0.209
25 O -3.473 0.979 -0.360  0.017
26 H -3.520 -2.320 -0.972  0.096
27 H -3.779 -0.983 -2.104  0.095
28 H -2.208 -1.185 -1.318  0.072
29 H -5.567 -1.487 0.364  0.091
30 H -5.595 0.188 0.935  0.090
31 H -5.752 -0.154 -0.787  0.089
32 H -3.233 -1.827 1.512  0.139
33 H -3.419 -0.165 2.093  0.146
34 H 0.806 0.633 1.116  0.128
35 H 3.423 3.257 0.837  0.143
36 H 2.255 2.387 1.848  0.143
37 H 2.237 1.249 -1.340  0.138
38 H 3.393 -0.533 -2.394  0.126
39 H 4.310 -0.786 -0.880  0.125
40 H 0.941 -1.300 -2.461  0.115
41 H -0.636 -3.032 -1.611  0.094
42 H -0.040 -4.256 0.483  0.106
43 H 3.453 -2.199 0.889  0.117
44 H -0.327 4.062 -1.189  0.123
45 H -2.636 3.166 -1.356  0.123